Entry 1:
A molecular structure, C12H35N3O5Ti, computed with ωB97M-V/def2-TZVPD.

Atoms and positions in Å:
1 Ti -0.30 -1.94 -0.06
2 O -0.62 -4.82 1.00
3 H -1.39 -5.42 0.91
4 O -0.55 -0.73 2.77
5 H -1.17 -0.05 3.10
6 C 4.76 1.89 1.56
7 C 3.81 2.53 2.55
8 C 4.23 3.99 2.90
9 O 5.51 4.00 3.53
10 C 6.16 5.22 3.38
11 N 2.49 2.59 1.91
12 H 4.63 0.81 1.50
13 H 5.83 2.03 1.73
14 H 4.57 2.33 0.58
15 H 3.62 1.83 3.37
16 H 3.56 4.40 3.66
17 H 4.24 4.61 2.01
18 H 6.26 5.56 2.35
19 H 7.14 5.20 3.85
20 H 5.64 6.03 3.90
21 H 1.87 2.94 2.63
22 H 2.20 1.62 1.91
23 C -5.09 -1.28 -1.14
24 C -4.38 -2.54 -0.54
25 C -5.34 -3.71 -0.14
26 O -6.13 -3.30 0.95
27 C -7.07 -4.24 1.37
28 N -3.35 -3.07 -1.43
29 H -5.65 -1.59 -2.02
30 H -4.32 -0.58 -1.48
31 H -5.81 -0.83 -0.46
32 H -3.87 -2.12 0.33
33 H -4.75 -4.60 0.07
34 H -5.99 -3.93 -0.99
35 H -7.66 -4.63 0.53
36 H -7.76 -3.78 2.08
37 H -6.63 -5.12 1.83
38 H -3.79 -3.38 -2.28
39 H -3.00 -3.93 -1.05
40 C -0.21 1.95 -3.81
41 C 0.16 0.84 -2.83
42 C 1.64 0.43 -2.90
43 O 1.76 -0.82 -2.12
44 C 2.94 -1.56 -2.29
45 N -0.27 1.12 -1.47
46 H 0.44 2.81 -3.64
47 H -1.25 2.19 -3.60
48 H -0.16 1.60 -4.84
49 H -0.33 -0.07 -3.18
50 H 2.37 1.18 -2.59
51 H 1.93 0.24 -3.94
52 H 2.78 -2.57 -1.92
53 H 3.76 -1.07 -1.76
54 H 3.27 -1.62 -3.33
55 H 0.35 1.74 -0.98
56 H -1.12 1.66 -1.50

Computed properties:
HOMO level (alpha / beta) ... -2.250 / -3.434 eV
<S²> ... 3.75
Largest force on an atom ... 0.035 hartree/bohr
DFT total energy ... -1867.8775 Ha
Spin multiplicity ... 4
LUMO (alpha / beta) ... 2.5200 / 2.4686 eV
Charge ... -1
ΔE to the lowest compared entry with this formula, charge and spin ... 216.42 kJ/mol

=====

Entry 2:
A molecular structure, C12H36AlN6O2P2, computed with ωB97M-V/def2-TZVPD.

Atoms and positions in Å:
1 Al 3.42 -2.21 4.05
2 O 1.71 -3.51 -1.22
3 P 1.25 -3.87 -2.54
4 N -0.12 -2.78 -3.01
5 C -1.29 -2.57 -2.11
6 C -0.35 -2.37 -4.41
7 N 0.64 -5.51 -2.49
8 C 1.64 -6.52 -2.26
9 C -0.45 -5.88 -3.36
10 N 2.40 -3.96 -3.73
11 C 3.37 -2.84 -3.85
12 C 2.29 -4.69 -4.99
13 H -1.89 -3.48 -2.12
14 H -1.93 -1.77 -2.47
15 H -1.09 -2.23 -1.09
16 H -1.24 -1.75 -4.44
17 H -0.55 -3.18 -5.12
18 H 0.55 -1.83 -4.71
19 H 2.54 -6.03 -1.89
20 H 1.31 -7.31 -1.58
21 H 1.91 -7.12 -3.13
22 H -0.31 -5.49 -4.37
23 H -0.49 -6.92 -3.71
24 H -1.35 -5.63 -2.81
25 H 3.68 -2.49 -2.87
26 H 4.33 -3.12 -4.27
27 H 2.98 -1.97 -4.37
28 H 3.22 -4.89 -5.53
29 H 1.69 -4.02 -5.59
30 H 1.78 -5.66 -4.94
31 O -0.13 2.06 3.79
32 P -0.66 3.45 3.46
33 N -2.31 3.65 3.35
34 C -3.11 2.43 3.02
35 C -3.02 4.91 3.23
36 N -0.16 4.03 1.91
37 C 0.07 5.45 1.65
38 C -0.25 3.24 0.67
39 N -0.28 4.64 4.71
40 C 1.07 5.09 4.95
41 C -1.16 4.67 5.93
42 H -4.12 2.66 2.68
43 H -3.06 1.84 3.94
44 H -2.58 1.85 2.26
45 H -2.24 5.65 3.07
46 H -3.60 5.17 4.12
47 H -3.61 4.94 2.32
48 H 1.07 5.68 1.30
49 H -0.58 5.69 0.80
50 H -0.35 6.06 2.45
51 H 0.09 2.25 0.96
52 H -1.26 3.04 0.33
53 H 0.48 3.54 -0.09
54 H 1.12 5.53 5.94
55 H 1.76 4.24 4.90
56 H 1.46 5.82 4.24
57 H -1.24 5.65 6.42
58 H -0.87 4.09 6.80
59 H -2.17 4.28 5.81

Computed properties:
HOMO level ... -14.897 eV
Largest force on an atom ... 0.071 hartree/bohr
DFT total energy ... -1881.8264 Ha
Spin multiplicity ... 1
LUMO ... -13.5022 eV
Charge ... +3
ΔE to the lowest compared entry with this formula, charge and spin ... 100.20 kJ/mol

=====

Entry 3:
7 unconnected molecules or ions with the total composition C12H36BIN12O11, computed with ωB97M-V/def2-TZVPD.

Atoms and positions in Å:
1 C 5.39 0.45 -0.78
2 C 4.93 0.78 -2.30
3 O 4.62 2.21 -2.32
4 B 3.57 2.40 -3.28
5 O 3.93 3.07 -4.53
6 O 2.21 1.92 -3.07
7 C 1.45 2.83 -2.32
8 O 1.93 3.67 -1.53
9 O 0.04 2.85 -2.50
10 C -0.61 1.77 -1.79
11 I -0.06 1.61 0.33
12 C -2.21 2.04 -1.84
13 C -3.02 0.78 -2.46
14 H 4.65 1.01 -0.11
15 H 5.42 -0.67 -0.58
16 H 6.42 0.93 -0.64
17 H 3.97 0.17 -2.47
18 H 5.73 0.48 -3.05
19 H 4.15 2.33 -5.13
20 H -0.44 0.76 -2.30
21 H -2.62 2.24 -0.79
22 H -2.46 2.95 -2.49
23 H -2.48 -0.21 -2.22
24 H -4.08 0.73 -1.98
25 H -3.22 0.90 -3.59
26 N -7.78 -0.41 -1.48
27 C -6.63 0.06 -0.92
28 N -6.42 -0.34 0.35
29 O -5.86 0.79 -1.53
30 H -8.43 -1.01 -1.00
31 H -7.98 -0.14 -2.43
32 H -5.58 -0.01 0.80
33 H -7.04 -0.94 0.86
34 N 4.16 -3.91 0.34
35 C 5.31 -3.49 0.92
36 N 5.48 -3.89 2.20
37 O 6.13 -2.81 0.33
38 H 3.47 -4.48 0.81
39 H 3.99 -3.64 -0.61
40 H 6.33 -3.60 2.67
41 H 4.82 -4.46 2.71
42 N -1.27 5.60 -0.33
43 C -2.59 5.31 -0.18
44 N -3.44 6.32 -0.48
45 O -2.98 4.21 0.21
46 H -0.93 6.48 -0.65
47 H -0.61 4.86 -0.12
48 H -4.42 6.14 -0.38
49 H -3.14 7.22 -0.80
50 N -3.57 -2.51 1.56
51 C -4.55 -2.28 2.47
52 N -4.12 -2.14 3.74
53 O -5.73 -2.21 2.15
54 H -2.59 -2.57 1.80
55 H -3.84 -2.62 0.60
56 H -4.82 -1.97 4.45
57 H -3.15 -2.20 4.02
58 N 0.49 -3.42 0.76
59 C -0.30 -4.28 1.45
60 N -0.40 -5.52 0.92
61 O -0.87 -3.96 2.49
62 H 0.97 -3.67 -0.08
63 H 0.60 -2.49 1.13
64 H -0.98 -6.19 1.40
65 H 0.06 -5.80 0.07
66 N 4.75 -0.37 2.51
67 C 3.47 0.01 2.71
68 N 3.32 1.05 3.56
69 O 2.52 -0.53 2.16
70 H 5.54 0.06 2.94
71 H 4.91 -1.14 1.87
72 H 2.38 1.37 3.74
73 H 4.08 1.52 4.02

Computed properties:
HOMO level ... -8.778 eV
Largest force on an atom ... 0.091 hartree/bohr
DFT total energy ... -2286.3932 Ha
Spin multiplicity ... 1
LUMO ... 0.0848 eV
SMILES ... CCOB(O)OC(=O)O[C@@H](I)CC.NC(N)=O.NC(N)=O.NC(N)=O.NC(N)=O.NC(N)=O.NC(N)=O

=====

Entry 4:
A molecular structure, C12H36BNO7Si2, computed with ωB97M-V/def2-TZVPD.

Atoms and positions in Å:
1 C 1.25 -5.76 -0.01
2 C 1.46 -5.22 -1.43
3 C 0.25 -4.51 -2.12
4 N -1.04 -4.56 -1.45
5 Si -1.40 -3.25 -0.38
6 O -2.99 -3.22 0.11
7 Si -4.18 -3.26 -1.09
8 B -5.91 -3.71 -0.18
9 O -6.00 -3.66 1.18
10 O -7.05 -4.06 -0.91
11 C -7.04 -5.39 -1.44
12 H 1.80 -5.18 0.72
13 H 0.22 -5.82 0.30
14 H 1.66 -6.77 0.05
15 H 2.27 -4.51 -1.39
16 H 1.81 -6.02 -2.08
17 H 0.15 -4.92 -3.12
18 H 0.51 -3.46 -2.25
19 H -1.28 -5.48 -1.10
20 H -0.52 -3.20 0.81
21 H -1.14 -2.00 -1.14
22 H -4.34 -1.94 -1.73
23 H -3.85 -4.24 -2.14
24 H -6.53 -4.39 1.54
25 H -7.98 -5.89 -1.21
26 H -6.94 -5.35 -2.52
27 H -6.24 -6.00 -1.03
28 C 0.43 3.60 -1.34
29 O -0.71 3.52 -0.51
30 C -1.60 2.48 -0.87
31 C -1.45 1.27 0.02
32 O -0.18 0.65 -0.14
33 C 0.74 0.97 0.89
34 H 1.15 4.25 -0.86
35 H 0.89 2.62 -1.49
36 H 0.17 4.03 -2.32
37 H -1.46 2.20 -1.92
38 H -2.62 2.87 -0.76
39 H -2.21 0.53 -0.26
40 H -1.61 1.54 1.07
41 H 0.48 0.43 1.81
42 H 0.76 2.04 1.09
43 H 1.73 0.65 0.56
44 C 4.75 7.35 2.33
45 O 5.00 6.60 1.15
46 C 5.64 5.36 1.39
47 C 4.66 4.21 1.35
48 O 3.72 4.28 2.41
49 C 2.46 4.79 2.01
50 H 4.07 8.15 2.07
51 H 4.29 6.73 3.10
52 H 5.68 7.78 2.71
53 H 6.16 5.38 2.35
54 H 6.38 5.22 0.60
55 H 5.21 3.27 1.47
56 H 4.15 4.18 0.38
57 H 1.91 4.04 1.43
58 H 2.57 5.70 1.41
59 H 1.89 5.03 2.91

Computed properties:
HOMO level ... -9.149 eV
Largest force on an atom ... 0.023 hartree/bohr
DFT total energy ... -1664.1200 Ha
Spin multiplicity ... 1
LUMO ... 0.5400 eV

=====

Entry 5:
7 unconnected molecules or ions with the total composition C12H36ClO6S2, computed with ωB97M-V/def2-TZVPD.

Atoms and positions in Å:
1 Cl 0.54 -0.71 -0.04
2 C -4.17 -2.49 -1.65
3 C -2.96 -1.76 -1.11
4 O -1.78 -2.51 -1.13
5 H -4.92 -1.82 -1.43
6 H -4.28 -3.41 -1.13
7 H -4.30 -2.68 -2.77
8 H -3.11 -1.34 -0.13
9 H -2.82 -1.04 -1.89
10 H -1.11 -2.07 -0.72
11 C 3.01 -5.06 -1.30
12 C 1.92 -3.90 -1.25
13 O 2.46 -2.95 -0.47
14 H 2.60 -5.89 -1.80
15 H 3.34 -5.24 -0.11
16 H 3.98 -4.71 -1.77
17 H 1.03 -4.20 -0.67
18 H 1.49 -3.60 -2.30
19 H 1.77 -2.32 -0.17
20 C -1.89 3.48 -2.90
21 C -1.88 2.33 -1.83
22 O -0.58 1.68 -2.01
23 H -1.02 4.04 -2.75
24 H -2.92 4.10 -2.94
25 H -1.72 3.03 -3.98
26 H -2.54 1.54 -2.30
27 H -2.07 2.70 -0.78
28 H -0.57 0.77 -1.39
29 C -3.63 1.42 2.48
30 C -2.57 1.16 1.45
31 O -1.68 0.11 1.87
32 H -4.41 1.94 1.82
33 H -3.49 1.81 3.58
34 H -4.02 0.35 2.85
35 H -1.99 2.03 1.39
36 H -2.93 1.01 0.33
37 H -1.03 0.03 1.13
38 C 1.02 3.39 0.49
39 S 1.70 3.52 -1.09
40 O 2.51 4.77 -1.30
41 C 2.95 2.20 -0.81
42 H 1.76 3.77 1.35
43 H 0.50 2.44 0.67
44 H 0.03 4.15 0.42
45 H 2.47 1.22 -0.81
46 H 3.50 2.18 0.14
47 H 3.59 2.36 -1.45
48 C 2.66 0.75 2.76
49 S 3.55 -0.68 2.05
50 O 4.92 -0.73 2.85
51 C 2.56 -1.88 2.84
52 H 3.27 1.69 2.39
53 H 2.96 0.59 3.95
54 H 1.66 0.84 2.58
55 H 1.47 -1.79 2.35
56 H 2.40 -1.75 3.99
57 H 2.78 -2.89 2.46

Computed properties:
HOMO level ... -6.180 eV
Largest force on an atom ... 0.180 hartree/bohr
DFT total energy ... -2186.6264 Ha
Spin multiplicity ... 1
LUMO ... 2.7096 eV
Charge ... -1
ΔE to the lowest compared entry with this formula, charge and spin ... 35.86 kJ/mol

=====

Entry 6:
A molecular structure, C12H36FO6S6Sn, computed with ωB97M-V/def2-TZVPD.

Atoms and positions in Å:
1 Sn -5.18 2.30 -0.66
2 F -0.49 0.71 -0.41
3 C 4.04 -4.18 0.66
4 S 3.41 -5.53 1.78
5 O 2.74 -6.46 0.81
6 C 5.06 -6.30 2.12
7 H 4.99 -3.80 1.04
8 H 3.35 -3.33 0.65
9 H 4.12 -4.53 -0.37
10 H 4.89 -7.28 2.56
11 H 5.64 -5.55 2.66
12 H 5.53 -6.45 1.14
13 C 2.13 6.67 -3.65
14 S 2.77 5.85 -5.22
15 O 3.96 6.66 -5.76
16 C 3.36 4.32 -4.42
17 H 1.42 6.03 -3.13
18 H 1.63 7.59 -3.95
19 H 2.89 6.77 -2.87
20 H 4.15 4.64 -3.74
21 H 3.95 3.61 -5.00
22 H 2.54 3.96 -3.81
23 C 0.45 -2.06 -5.67
24 S 0.55 -3.11 -7.13
25 O 0.30 -2.22 -8.33
26 C 2.40 -3.47 -6.97
27 H -0.57 -1.70 -5.55
28 H 1.09 -1.19 -5.85
29 H 0.80 -2.49 -4.73
30 H 2.55 -4.15 -6.13
31 H 3.03 -2.58 -6.95
32 H 2.63 -3.92 -7.94
33 C -5.60 -5.59 1.81
34 S -5.74 -4.92 0.08
35 O -6.06 -3.40 0.21
36 C -4.01 -4.96 -0.50
37 H -4.80 -4.98 2.24
38 H -5.24 -6.61 1.72
39 H -6.42 -5.29 2.46
40 H -3.91 -4.59 -1.52
41 H -3.57 -5.95 -0.40
42 H -3.44 -4.26 0.11
43 C -3.79 1.32 7.19
44 S -4.07 -0.10 6.06
45 O -4.77 0.51 4.83
46 C -2.30 -0.27 5.52
47 H -3.19 2.06 6.66
48 H -3.20 0.95 8.02
49 H -4.78 1.67 7.50
50 H -2.19 -0.94 4.67
51 H -1.78 -0.66 6.40
52 H -1.83 0.64 5.15
53 C -0.43 7.91 2.70
54 S -0.49 6.30 3.51
55 O -1.74 5.54 3.05
56 C 0.90 5.68 2.57
57 H 0.60 8.27 2.80
58 H -1.18 8.49 3.24
59 H -0.65 7.85 1.63
60 H 1.25 4.71 2.95
61 H 1.74 6.37 2.59
62 H 0.56 5.47 1.56

Computed properties:
HOMO level ... -10.302 eV
Largest force on an atom ... 0.059 hartree/bohr
DFT total energy ... -3632.7089 Ha
Spin multiplicity ... 1
LUMO ... -8.8414 eV
Charge ... +1
ΔE to the lowest compared entry with this formula, charge and spin ... 907.32 kJ/mol

=====

Entry 7:
7 unconnected molecules or ions with the total composition C12H36NO15, computed with ωB97M-V/def2-TZVPD.

Atoms and positions in Å:
1 N 0.13 -0.40 0.83
2 O -0.52 -0.91 -0.08
3 O 0.56 -1.17 1.72
4 O 0.33 0.82 0.92
5 C 5.15 5.24 2.73
6 C 6.24 5.96 3.55
7 O 5.84 5.73 4.91
8 O 5.11 3.91 3.00
9 H 5.11 5.56 1.69
10 H 4.22 5.77 2.94
11 H 6.26 7.04 3.43
12 H 7.22 5.54 3.31
13 H 5.83 4.78 5.02
14 H 4.18 3.73 2.85
15 C -7.49 -0.70 -6.91
16 C -6.73 -0.57 -5.59
17 O -5.33 -0.50 -5.76
18 O -7.41 0.49 -7.62
19 H -8.51 -1.06 -6.83
20 H -7.06 -1.51 -7.50
21 H -6.87 -1.43 -4.93
22 H -7.03 0.23 -4.92
23 H -4.95 -0.34 -4.89
24 H -6.79 1.07 -7.19
25 C 3.74 -3.60 7.16
26 C 3.10 -2.71 8.36
27 O 4.17 -2.29 9.18
28 O 4.28 -2.88 6.05
29 H 2.97 -4.19 6.66
30 H 4.50 -4.19 7.67
31 H 2.48 -3.43 8.89
32 H 2.47 -1.90 8.01
33 H 4.52 -1.47 8.82
34 H 3.55 -2.90 5.43
35 C 0.27 4.68 -4.65
36 C 0.93 5.56 -5.62
37 O 0.58 6.89 -5.37
38 O 0.84 5.03 -3.43
39 H 0.65 3.68 -4.89
40 H -0.81 4.75 -4.60
41 H 0.68 5.17 -6.60
42 H 2.01 5.37 -5.62
43 H 0.68 7.05 -4.43
44 H 0.65 4.39 -2.75
45 C -4.75 -1.73 3.57
46 C -4.13 -3.09 3.62
47 O -3.17 -3.26 4.60
48 O -5.04 -1.62 4.89
49 H -5.71 -1.72 3.05
50 H -4.08 -0.90 3.36
51 H -3.61 -3.32 2.69
52 H -4.89 -3.86 3.77
53 H -2.45 -2.68 4.34
54 H -4.60 -2.36 5.32
55 C 1.98 -4.86 -4.49
56 C 0.60 -4.41 -4.74
57 O -0.31 -4.85 -3.68
58 O 2.61 -4.14 -3.43
59 H 2.65 -4.72 -5.33
60 H 2.15 -5.94 -4.44
61 H 0.29 -4.79 -5.71
62 H 0.59 -3.32 -4.73
63 H -0.31 -4.15 -3.03
64 H 2.44 -4.59 -2.60

Computed properties:
HOMO level ... -4.667 eV
Largest force on an atom ... 0.088 hartree/bohr
DFT total energy ... -1661.9124 Ha
Spin multiplicity ... 1
LUMO ... 2.1272 eV
Charge ... -1
ΔE to the lowest compared entry with this formula, charge and spin ... 450.31 kJ/mol

=====

Entry 8:
6 unconnected molecules or ions with the total composition C12H36O6S6, computed with ωB97M-V/def2-TZVPD.

Atoms and positions in Å:
1 C 4.36 4.89 0.85
2 S 4.36 3.64 2.02
3 O 2.94 3.73 2.67
4 C 4.27 2.36 0.88
5 H 4.14 5.77 1.33
6 H 3.34 4.77 0.30
7 H 5.25 4.79 0.22
8 H 5.11 2.27 0.47
9 H 3.52 2.70 0.14
10 H 4.21 1.42 1.24
11 C 2.01 0.51 3.11
12 S 1.29 1.69 4.30
13 O -0.10 1.13 4.34
14 C 2.09 0.93 5.77
15 H 3.02 0.96 3.13
16 H 1.76 0.91 1.97
17 H 1.97 -0.59 3.35
18 H 1.62 -0.07 5.93
19 H 1.68 1.17 6.83
20 H 3.19 1.00 5.80
21 C -4.81 0.30 -1.16
22 S -5.44 -1.24 -0.58
23 O -5.04 -1.28 0.96
24 C -7.20 -0.69 -0.38
25 H -3.71 0.04 -1.35
26 H -5.32 1.04 -0.65
27 H -5.13 0.45 -2.24
28 H -7.78 -1.38 0.30
29 H -7.78 -0.81 -1.27
30 H -7.37 0.31 0.20
31 C -2.16 -3.23 -0.34
32 S -1.89 -2.96 1.44
33 O -2.04 -4.31 2.11
34 C -0.36 -2.21 1.49
35 H -1.48 -4.14 -0.57
36 H -1.93 -2.25 -0.90
37 H -3.14 -3.48 -0.45
38 H -0.24 -1.87 2.59
39 H -0.35 -1.53 0.91
40 H 0.51 -2.97 1.31
41 C 1.29 1.15 -1.61
42 S -0.46 1.42 -1.55
43 O -1.04 0.18 -0.82
44 C -0.54 2.52 -0.26
45 H 1.56 0.65 -2.55
46 H 1.55 0.60 -0.91
47 H 1.72 2.08 -1.73
48 H 0.04 3.56 -0.45
49 H 0.00 1.92 0.38
50 H -1.53 2.80 0.06
51 C 1.17 -2.67 -3.30
52 S 0.90 -1.89 -4.90
53 O 2.32 -1.48 -5.28
54 C 0.59 -3.43 -5.77
55 H 1.45 -2.04 -2.68
56 H 1.71 -3.56 -3.64
57 H 0.16 -3.05 -3.11
58 H -0.24 -3.69 -5.19
59 H 1.59 -3.89 -5.96
60 H 0.37 -2.96 -6.80

Computed properties:
HOMO level ... -7.544 eV
Largest force on an atom ... 0.259 hartree/bohr
DFT total energy ... -3318.8467 Ha
Spin multiplicity ... 1
LUMO ... 0.0964 eV
ΔE to the lowest compared entry with this formula, charge and spin ... 849.49 kJ/mol